# 1
{
  "formula": "C53H76BN2",
  "method": "ωB97M-V with the def2-TZVPD basis set",
  "e_lumo_ev": -5.407,
  "homo_lumo_gap_ev": 4.660,
  "largest_force_ev_per_a": 2.64,
  "de_lowest_kcal_mol": 0.0,
  "total_charge": 1,
  "species": ["C", "C", "C", "C", "C", "C", "C", "C", "C", "C", "C", "C", "C", "C", "C", "C", "C", "C", "C", "C", "C", "C", "H", "H", "H", "H", "H", "H", "H", "H", "H", "H", "H", "H", "H", "H", "H", "H", "H", "H", "H", "H", "H", "H", "H", "H", "H", "H", "H", "H", "H", "C", "C", "C", "C", "C", "C", "C", "C", "C", "C", "C", "C", "C", "C", "N", "C", "B", "H", "N", "C", "C", "C", "C", "C", "C", "C", "C", "C", "C", "C", "C", "C", "C", "C", "C", "H", "H", "H", "H", "H", "H", "H", "H", "H", "H", "H", "H", "H", "H", "H", "H", "H", "H", "H", "H", "H", "H", "H", "H", "H", "H", "H", "H", "H", "H", "H", "H", "H", "H", "H", "H", "H", "H", "H", "H", "H", "H", "H", "H", "H", "H"],
  "coordinates": [[-0.91, -5.37, 8.83], [-0.10, -5.95, 9.94], [-0.18, -5.44, 11.23], [0.68, -5.85, 12.25], [0.56, -5.19, 13.59], [1.61, -6.87, 11.96], [2.68, -7.25, 12.99], [2.16, -8.12, 14.14], [3.47, -6.02, 13.51], [3.91, -5.10, 12.43], [5.25, -5.15, 11.97], [5.55, -5.31, 10.57], [4.44, -5.36, 9.56], [6.86, -5.57, 10.17], [7.90, -5.67, 11.10], [9.31, -5.96, 10.68], [7.62, -5.46, 12.45], [6.34, -5.20, 12.90], [6.10, -5.00, 14.37], [1.58, -7.54, 10.72], [2.43, -8.77, 10.48], [0.76, -7.04, 9.71], [-1.15, -6.11, 8.06], [-1.86, -4.95, 9.19], [-0.36, -4.55, 8.34], [-0.95, -4.69, 11.48], [1.01, -5.77, 14.40], [1.02, -4.18, 13.59], [-0.51, -5.06, 13.86], [3.42, -7.87, 12.47], [1.52, -8.92, 13.75], [3.00, -8.56, 14.68], [1.58, -7.53, 14.86], [2.91, -5.47, 14.29], [4.33, -6.47, 14.01], [3.13, -4.67, 11.78], [4.82, -5.06, 8.57], [4.04, -6.39, 9.45], [3.61, -4.70, 9.81], [7.08, -5.72, 9.10], [9.97, -5.81, 11.53], [9.44, -6.99, 10.34], [9.62, -5.31, 9.87], [8.45, -5.52, 13.16], [6.98, -4.62, 14.90], [5.26, -4.31, 14.54], [5.87, -5.96, 14.87], [2.26, -9.20, 9.48], [3.51, -8.55, 10.54], [2.19, -9.56, 11.21], [0.78, -7.52, 8.73], [0.60, 5.46, 10.15], [0.01, 6.36, 11.22], [0.76, 7.69, 11.09], [-1.44, 6.72, 10.90], [0.14, 5.74, 12.64], [0.80, 6.52, 13.59], [0.77, 6.21, 14.95], [0.03, 5.13, 15.38], [-0.68, 4.32, 14.47], [-1.71, 3.39, 15.17], [-2.58, 2.59, 14.22], [-2.68, 4.25, 16.01], [-0.96, 2.44, 16.10], [-0.41, 4.47, 13.08], [-0.59, 3.37, 12.16], [0.12, 2.18, 12.04], [1.05, 1.33, 13.01], [1.62, 0.12, 12.68], [-0.33, 1.57, 10.88], [0.12, 0.30, 10.36], [-0.74, -0.83, 10.39], [-2.24, -0.85, 10.85], [-2.67, -2.26, 11.27], [-3.15, -0.43, 9.69], [-2.49, 0.00, 12.09], [-0.18, -2.06, 10.01], [1.20, -2.24, 9.93], [2.03, -1.14, 9.99], [1.49, 0.16, 9.98], [2.50, 1.27, 9.59], [3.54, 1.43, 10.70], [1.84, 2.60, 9.30], [3.29, 0.84, 8.34], [-1.33, 2.36, 10.31], [-1.57, 3.38, 11.15], [-0.08, 4.65, 9.88], [0.80, 6.02, 9.23], [1.56, 5.04, 10.48], [0.36, 8.46, 11.76], [1.84, 7.57, 11.27], [0.66, 8.08, 10.06], [-1.85, 7.36, 11.68], [-1.49, 7.26, 9.95], [-2.08, 5.84, 10.83], [1.34, 7.42, 13.31], [1.27, 6.86, 15.66], [-0.07, 4.94, 16.45], [-3.33, 2.04, 14.82], [-2.00, 1.85, 13.68], [-3.14, 3.23, 13.52], [-2.17, 4.82, 16.79], [-3.22, 4.96, 15.36], [-3.43, 3.60, 16.49], [-0.45, 2.99, 16.90], [-1.65, 1.73, 16.58], [-0.21, 1.87, 15.54], [1.94, 2.18, 13.16], [0.39, 1.15, 14.06], [-1.98, -2.68, 12.01], [-3.67, -2.25, 11.74], [-2.76, -2.94, 10.42], [-3.01, 0.62, 9.43], [-2.92, -1.03, 8.80], [-4.20, -0.57, 9.95], [-2.46, 1.06, 11.85], [-3.50, -0.18, 12.49], [-1.78, -0.22, 12.89], [-0.82, -2.92, 9.84], [1.63, -3.24, 9.82], [3.12, -1.28, 10.04], [4.16, 0.53, 10.80], [4.20, 2.28, 10.48], [3.06, 1.60, 11.66], [1.07, 2.53, 8.54], [1.41, 2.99, 10.22], [2.59, 3.33, 8.97], [2.62, 0.63, 7.50], [3.99, 1.64, 8.04], [3.90, -0.06, 8.54], [-1.80, 2.09, 9.38], [-2.38, 4.09, 11.17]]
}


# 2
{
  "formula": "C16H17N3O6",
  "method": "ωB97M-V with the def2-TZVPD basis set",
  "e_lumo_ev": -1.147,
  "homo_lumo_gap_ev": 7.308,
  "largest_force_ev_per_a": 2.99,
  "de_lowest_kcal_mol": 52.7,
  "species": ["C", "C", "C", "C", "C", "O", "C", "N", "N", "C", "C", "C", "C", "C", "C", "N", "O", "O", "O", "C", "C", "O", "C", "O", "C", "H", "H", "H", "H", "H", "H", "H", "H", "H", "H", "H", "H", "H", "H", "H", "H", "H"],
  "coordinates": [[1.47, -2.22, -3.96], [0.47, -3.15, -3.29], [0.24, -4.36, -4.22], [1.08, -3.63, -1.97], [1.01, -2.58, -0.84], [1.81, -2.74, 0.05], [0.09, -1.43, -0.89], [0.13, -0.47, 0.12], [-0.65, 0.56, 0.16], [-0.63, 1.51, 1.16], [0.38, 1.47, 2.14], [0.40, 2.37, 3.19], [-0.55, 3.39, 3.26], [-1.57, 3.44, 2.28], [-1.65, 2.50, 1.23], [-2.78, 2.58, 0.36], [-3.21, 1.55, -0.16], [-3.28, 3.68, 0.14], [-0.44, 4.46, 4.15], [0.77, 4.46, 5.00], [1.22, 3.01, 5.32], [1.36, 2.20, 4.16], [-0.87, -1.37, -2.00], [-1.68, -0.43, -2.17], [-0.92, -2.48, -3.06], [1.82, -1.43, -3.24], [2.38, -2.73, -4.29], [1.04, -1.69, -4.83], [-0.13, -4.05, -5.19], [1.19, -4.90, -4.42], [-0.46, -5.05, -3.79], [0.54, -4.48, -1.63], [2.14, -3.89, -2.11], [-1.37, 0.62, -0.52], [1.14, 0.69, 2.12], [-2.29, 4.25, 2.37], [0.57, 5.05, 5.90], [1.58, 4.93, 4.47], [2.15, 3.03, 5.86], [0.42, 2.55, 5.95], [-1.67, -3.22, -2.77], [-1.24, -2.01, -4.02]]
}